# 1
Below is a 9-piece molecular cluster, BH22NO7 overall in a non-equilibrium geometry, with properties calculated with ωB97M-V with the def2-TZVPD basis set.

```
31
Properties=species:S:1:pos:R:3:mulliken_charge:R:1
N -0.58884 0.75229 0.25129 -0.27
H -1.48384 0.62829 -0.21671 0.27
H -0.00184 1.38929 -0.20371 0.25
H -0.02384 -0.17271 0.34429 0.31
H -0.75484 0.94129 1.16729 0.35
B 1.49716 -3.61371 1.93929 0.01
H 0.86916 -3.99671 3.09029 -0.15
H 2.63816 -3.67471 2.25929 -0.15
H 1.41916 -4.57871 1.10429 -0.14
H 1.13116 -2.55571 1.57529 -0.46
O -3.19784 0.67729 -3.31871 -0.70
H -2.42984 0.39329 -2.68571 0.42
H -3.46084 -0.26571 -3.63971 0.30
O 2.11616 -0.24371 -1.37071 -0.62
H 2.27916 0.53429 -1.97471 0.32
H 2.30616 0.33829 -0.56671 0.30
O -1.34484 -0.74671 -2.34871 -0.67
H -1.64384 -1.55171 -1.91171 0.34
H -0.68484 -0.90271 -3.03271 0.31
O 1.77016 2.77029 -2.17371 -0.61
H 2.70416 2.87529 -2.37271 0.32
H 1.78316 3.73729 -2.45571 0.28
O 0.71916 -0.08071 3.42429 -0.72
H 1.55716 0.19329 3.91729 0.30
H 0.59216 -1.13971 3.21229 0.36
O -3.07484 -0.85271 1.32929 -0.68
H -3.17984 -0.90571 2.34529 0.33
H -2.55184 -1.72871 1.41829 0.35
O 0.25616 3.60929 0.56629 -0.64
H 0.98316 3.67729 0.02629 0.30
H -0.19984 4.49329 0.30129 0.35
```

## Properties
Energy above the lowest of the compared OMol25 structures with the same formula, charge and spin in kcal/mol: 21.31
E_HOMO in eV: -7.102
Lowest unoccupied orbital energy in eV: -1.069
2S+1: 1

---

# 2
Below is a 10-piece molecular cluster, BH22O9 overall in a non-equilibrium geometry, with properties calculated with ωB97M-V with the def2-TZVPD basis set.

```
32
Properties=species:S:1:pos:R:3:mulliken_charge:R:1
B 0.40458 0.08309 -0.13011 0.83
H 1.11944 0.00358 -1.13194 -0.60
H 1.00894 0.64166 0.59360 -0.32
H -0.56782 0.72324 -0.40789 -0.36
H 0.16219 -1.12939 0.52811 -0.23
O -3.05436 -1.09534 1.81114 -0.67
H -3.50529 -1.26497 2.70920 0.26
H -2.28416 -0.48718 1.96571 0.42
O 0.89408 -3.83103 -1.03147 -0.65
H 0.50816 -2.98529 -1.11504 0.25
H 0.40511 -4.28086 -1.91451 0.36
O 1.78816 -0.17691 -3.93113 -0.66
H 2.56860 0.25361 -3.99571 0.28
H 1.39558 -0.07546 -3.10827 0.25
O -1.98923 -3.24061 0.31777 -0.67
H -2.34248 -2.47007 0.77225 0.40
H -1.03648 -3.07438 0.32293 0.31
O -3.06721 0.14106 -1.37275 -0.66
H -3.41184 1.05619 -1.32101 0.30
H -2.43236 -0.00488 -0.62300 0.34
O 1.75779 3.60906 -2.11026 -0.69
H 2.31592 3.67142 -1.25655 0.33
H 1.11389 2.90953 -1.83439 0.34
O 0.63099 3.11839 3.18101 -0.63
H 0.77271 2.24928 2.87650 0.31
H 0.45496 3.16136 4.16718 0.30
O -1.57375 1.21107 2.52710 -0.66
H -1.20126 1.38111 1.63715 0.31
H -2.26959 1.72256 2.52729 0.28
O 4.08352 -0.35484 -0.22477 -0.73
H 3.16109 -0.00524 -0.36474 0.34
H 4.19013 -1.45980 -0.06340 0.33
```

## Properties
Energy above the lowest of the compared OMol25 structures with the same formula, charge and spin in kcal/mol: 69.31
E_HOMO in eV: -6.279
Total charge: -1
Lowest unoccupied orbital energy in eV: 2.669
2S+1: 1

---

# 3
Below is a 11-piece molecular cluster, BH24O10 overall in a non-equilibrium geometry, with properties calculated with ωB97M-V with the def2-TZVPD basis set.

```
35
Properties=species:S:1:pos:R:3:mulliken_charge:R:1
B -11.50427 -11.66830 -18.71689 0.37
H -11.80570 -11.32403 -17.73972 -0.40
H -12.25245 -12.31492 -19.14857 -0.27
H -11.48164 -10.75358 -19.28874 -0.30
H -10.59044 -12.23112 -18.60558 -0.32
O -8.85809 -11.75004 -14.81483 -0.64
H -9.38630 -11.75306 -15.61308 0.34
H -9.37397 -11.24342 -14.18760 0.29
O -15.32531 -9.39332 -19.29984 -0.65
H -15.42270 -8.61624 -18.74948 0.30
H -14.48686 -9.77150 -19.03487 0.35
O -11.14180 -7.73477 -15.55911 -0.65
H -11.47675 -7.85042 -14.66991 0.31
H -11.32028 -8.56900 -15.99319 0.33
O -12.65295 -14.10411 -24.78655 -0.64
H -13.02066 -14.88710 -25.19636 0.31
H -12.16061 -14.43511 -24.03537 0.33
O -9.74465 -14.74433 -21.85583 -0.65
H -9.01782 -15.24707 -21.48814 0.30
H -10.10383 -14.26202 -21.11112 0.35
O -14.11842 -12.63420 -14.37173 -0.65
H -13.51829 -12.52515 -15.10941 0.34
H -13.71195 -12.14390 -13.65716 0.30
O -16.32373 -13.37283 -21.23423 -0.66
H -15.55068 -13.60401 -21.74917 0.32
H -16.06708 -12.58371 -20.75710 0.34
O -11.12130 -9.30385 -23.25358 -0.66
H -11.23720 -9.64317 -22.36608 0.34
H -11.86620 -9.65276 -23.74309 0.31
O -5.51740 -14.81509 -15.45354 -0.65
H -6.21667 -14.16328 -15.50262 0.33
H -4.79286 -14.35806 -15.02646 0.31
O -7.02692 -10.76960 -19.58620 -0.67
H -6.91573 -10.17996 -18.84042 0.31
H -7.88807 -11.16562 -19.45273 0.35
```

## Properties
Energy above the lowest of the compared OMol25 structures with the same formula, charge and spin in kcal/mol: 73.33
E_HOMO in eV: -5.623
Total charge: -1
Lowest unoccupied orbital energy in eV: 2.203
2S+1: 1

---

# 4
Below is an isolated ion of composition BH2O3 and charge -1 in a non-equilibrium geometry, with properties calculated with ωB97M-V with the def2-TZVPD basis set.

```
6
Properties=species:S:1:pos:R:3:mulliken_charge:R:1
O -0.87092 -0.65878 -0.75078 -0.81
O 0.50691 -0.71019 1.14382 -0.64
O 0.50475 1.23582 -0.41472 -0.64
B 0.05780 -0.08453 -0.07480 0.52
H -0.04988 -1.52260 1.05770 0.29
H -0.14866 1.74029 -0.96123 0.27
```

## Properties
Energy above the lowest of the compared OMol25 structures with the same formula, charge and spin in kcal/mol: 2.17
E_HOMO in eV: -3.258
Total charge: -1
Lowest unoccupied orbital energy in eV: 4.191
2S+1: 1

---

# 5
Below is a 2-piece molecular cluster, BH3O overall in a non-equilibrium geometry, with properties calculated with ωB97M-V with the def2-TZVPD basis set.

```
5
Properties=species:S:1:pos:R:3:mulliken_charge:R:1
B 0.23387 -0.40028 -0.03257 0.26
O -1.03215 -0.24564 -0.01276 -0.43
H 1.10790 0.38714 -0.09266 -0.06
H 0.51036 -1.55378 0.02628 -0.03
H -1.73689 1.32496 0.09583 0.26
```

## Properties
Energy above the lowest of the compared OMol25 structures with the same formula, charge and spin in kcal/mol: 84.00
E_HOMO (spin up / spin down) in eV: -10.679 / -10.451
Lowest unoccupied orbital energy (spin up / spin down) in eV: -1.218 / -1.864
2S+1: 1

---

# 6
Below is a 2-piece molecular cluster, BH3OS overall in a non-equilibrium geometry, with properties calculated with ωB97M-V with the def2-TZVPD basis set.

```
6
Properties=species:S:1:pos:R:3:mulliken_charge:R:1
B -0.18713 -0.52874 -0.56863 -0.01
O -1.20651 0.17842 -0.72989 -0.32
S 1.08406 0.17816 1.75097 -0.22
H 0.15151 -1.60015 -0.98350 -0.07
H -1.84377 0.90712 -0.33592 0.39
H 2.00184 0.86521 0.86698 0.23
```

## Properties
Energy above the lowest of the compared OMol25 structures with the same formula, charge and spin in kcal/mol: 29.99
E_HOMO (spin up / spin down) in eV: -4.924 / -9.606
Lowest unoccupied orbital energy (spin up / spin down) in eV: 0.308 / -2.543
2S+1: 3

---

# 7
Below is BH4NNaO as an isolated structure in a non-equilibrium geometry, with properties calculated with ωB97M-V with the def2-TZVPD basis set.

```
8
Properties=species:S:1:pos:R:3:mulliken_charge:R:1
N -1.01622 -0.18488 -0.48000 -0.58
B 0.22091 -0.34854 0.32255 0.40
O 1.33979 0.53141 0.22256 -0.63
H -1.79483 -0.29778 0.14881 0.24
H -1.11116 -0.87637 -1.20882 0.25
H 0.31456 -1.22314 1.12351 -0.02
H 1.72505 0.57960 1.08507 0.33
Na 0.32190 1.81970 -1.21368 1.01
```

## Properties
E_HOMO in eV: -15.095
Total charge: +1
Lowest unoccupied orbital energy in eV: -4.264
2S+1: 1

---

# 8
Below is BH7NbO2 as an isolated structure in a non-equilibrium geometry, with properties calculated with ωB97M-V with the def2-TZVPD basis set.

```
11
Properties=species:S:1:pos:R:3:mulliken_charge:R:1
O 0.07049 2.10601 -0.86505 -0.53
B -0.31880 1.15970 0.07145 0.71
O -1.19549 1.56780 1.05492 -0.57
Nb 0.60046 -1.02270 0.05548 -0.78
H -0.07915 1.70344 -1.72974 0.25
H -1.78533 0.81778 1.20797 0.22
H -1.07456 -1.25095 0.85904 -0.07
H 1.21564 -0.95038 1.81886 -0.04
H 2.38597 -0.69693 -0.39145 -0.05
H -0.09429 -0.66639 -1.64896 -0.09
H 0.27506 -2.76738 -0.43253 -0.05
```

## Properties
E_HOMO in eV: -4.365
Total charge: -1
Lowest unoccupied orbital energy in eV: 3.354
2S+1: 1

---

# 9
Below is BaH12O6 as an isolated structure, with properties calculated with ωB97M-V with the def2-TZVPD basis set.

```
19
Properties=species:S:1:pos:R:3:mulliken_charge:R:1
Ba 14.52306 18.46069 -19.67086 1.74
O 15.23717 20.10052 -17.75363 -0.55
H 14.59130 20.78051 -17.49701 0.30
H 15.85120 20.05644 -17.00423 0.28
O 17.08630 19.32830 -20.57649 -0.54
H 17.50003 18.73125 -21.21784 0.31
H 17.62883 20.12959 -20.60462 0.28
O 12.91706 16.88084 -18.04138 -0.56
H 12.17411 16.44279 -18.48608 0.32
H 12.81430 16.64735 -17.10615 0.29
O 12.87773 17.59649 -21.54285 -0.58
H 13.05653 16.83390 -22.11888 0.32
H 12.10843 18.03277 -21.94337 0.30
O 14.16501 20.56151 -21.32981 -0.53
H 13.74748 20.63589 -22.20148 0.29
H 14.21622 21.47285 -20.99996 0.31
O 16.63483 17.29680 -18.40613 -0.55
H 17.00554 16.41320 -18.25579 0.27
H 17.24603 17.89726 -17.95672 0.30
```

## Properties
Energy above the lowest of the compared OMol25 structures with the same formula, charge and spin in kcal/mol: 0.43
E_HOMO in eV: -18.942
Total charge: +2
Lowest unoccupied orbital energy in eV: -6.610
2S+1: 1

---

# 10
Below is BaH14O7 as an isolated structure, with properties calculated with ωB97M-V with the def2-TZVPD basis set.

```
22
Properties=species:S:1:pos:R:3:mulliken_charge:R:1
Ba -0.16034 -0.22044 0.12755 0.38
O -1.37934 1.94936 1.78686 -0.51
H -2.10910 2.15435 2.37139 0.27
H -0.64961 2.47015 2.12226 0.28
O 2.01832 1.29375 0.03729 -0.22
H 2.90154 0.99401 0.25249 0.16
H 2.11365 2.23459 -0.11093 0.18
O 0.67681 -0.25055 2.73955 -0.33
H 0.49017 0.20300 3.56155 0.22
H 1.48602 -0.73264 2.90982 0.23
O -0.80539 -2.64404 1.20039 -0.48
H -1.06616 -2.80169 2.10780 0.26
H -0.57958 -3.51035 0.86163 0.27
O -1.57530 -1.29428 -2.06279 -0.45
H -1.35957 -0.96103 -2.93378 0.26
H -2.52333 -1.42472 -2.08375 0.26
O -0.65097 1.55037 -1.84531 -0.25
H -1.55244 1.82493 -2.01324 0.22
H -0.11971 2.11407 -2.40766 0.19
O 1.35912 -1.02605 -1.91491 -0.38
H 1.18890 -1.08056 -2.85528 0.22
H 2.29631 -0.84226 -1.85092 0.22
```

## Properties
Energy above the lowest of the compared OMol25 structures with the same formula, charge and spin in kcal/mol: 0.00
E_HOMO (spin up / spin down) in eV: -5.912 / -15.400
Total charge: +1
Lowest unoccupied orbital energy (spin up / spin down) in eV: -2.757 / -3.074
2S+1: 2

---

# 11
Below is BaH16O8 as an isolated structure, with properties calculated with ωB97M-V with the def2-TZVPD basis set.

```
25
Properties=species:S:1:pos:R:3:mulliken_charge:R:1
Ba -0.26380 0.43235 0.48815 1.75
O 1.73929 -2.64726 -0.98465 -0.62
H 1.29740 -3.48575 -1.11845 0.32
H 2.19848 -2.48383 -1.80847 0.33
O 1.31560 1.71938 -2.82167 -0.58
H 2.05096 2.33183 -2.84113 0.31
H 1.19310 1.46234 -3.73554 0.31
O -4.21397 0.59181 0.54062 -0.61
H -4.97643 0.73588 1.10109 0.31
H -4.50023 -0.07045 -0.08843 0.33
O -1.81303 -3.29365 1.38570 -0.60
H -1.92567 -4.16180 0.99859 0.31
H -2.35159 -3.31194 2.17682 0.32
O 3.30257 2.77214 0.86580 -0.62
H 3.82285 2.53918 0.09686 0.32
H 3.94924 3.01338 1.52901 0.32
O -0.95831 4.08204 1.54028 -0.59
H -1.15045 4.40850 2.41934 0.31
H -0.98690 4.86026 0.98370 0.31
O -2.02042 -1.47860 -3.03069 -0.61
H -2.05402 -0.96263 -3.83621 0.32
H -2.04161 -2.38841 -3.32740 0.32
O 2.54746 -1.38799 2.90438 -0.60
H 2.70930 -2.32238 3.03449 0.32
H 3.13015 -0.95440 3.52783 0.32
```

## Properties
Energy above the lowest of the compared OMol25 structures with the same formula, charge and spin in kcal/mol: 93.24
E_HOMO in eV: -17.214
Total charge: +2
Lowest unoccupied orbital energy in eV: -7.205
2S+1: 1

---

# 12
Below is BaH18O9 as an isolated structure in a non-equilibrium geometry, with properties calculated with ωB97M-V with the def2-TZVPD basis set.

```
28
Properties=species:S:1:pos:R:3:mulliken_charge:R:1
Ba -9.31900 -13.76000 -7.28900 1.53
O -8.95400 -13.29100 -10.20900 -0.51
H -9.76300 -13.33700 -10.71800 0.31
H -8.45100 -14.00700 -10.57600 0.30
O -8.78100 -12.21900 -4.85900 -0.48
H -9.58300 -11.98200 -4.42500 0.26
H -8.05700 -11.90700 -4.28500 0.28
O -8.28800 -15.12300 -5.00500 -0.53
H -7.31800 -15.06700 -4.96200 0.30
H -8.56400 -14.86300 -4.10100 0.30
O -10.70200 -16.29000 -6.49400 -0.54
H -11.47900 -16.62500 -6.95600 0.30
H -10.91300 -16.15600 -5.55400 0.28
O -6.94100 -15.30000 -7.76000 -0.50
H -6.68300 -16.20100 -7.92400 0.25
H -6.13200 -14.87900 -7.51300 0.28
O -11.88200 -13.76100 -8.38300 -0.48
H -12.05400 -14.34900 -9.09400 0.27
H -12.75200 -13.67600 -8.00900 0.25
O -9.98000 -11.32800 -8.50000 -0.50
H -9.32700 -10.83900 -9.05000 0.28
H -10.87900 -11.08600 -8.76200 0.25
O -7.08100 -12.06900 -7.76400 -0.53
H -7.35800 -11.17000 -7.68200 0.29
H -6.40700 -12.12200 -7.09700 0.29
O -11.37800 -13.30700 -5.42900 -0.47
H -11.73300 -14.00600 -4.87200 0.26
H -12.06800 -12.69600 -5.68600 0.26
```

## Properties
Energy above the lowest of the compared OMol25 structures with the same formula, charge and spin in kcal/mol: 16.96
E_HOMO in eV: -18.285
Total charge: +2
Lowest unoccupied orbital energy in eV: -6.182
2S+1: 1